1.
Formula: C3H6ClN2
Source: OMol25
Level of theory: ωB97M-V with the def2-TZVPD basis set

total energy	-18699.33294	eV
spin multiplicity	1
E_HOMO (spin up / spin down)	-14.1 / -14.1	eV
HOMO-LUMO gap (spin up / spin down)	0.3275 / 0.3275	hartree
charge	+1
LUMO level (spin up / spin down)	-5.197 / -5.198	eV
strongest force on any atom	5.23	eV/A

Structure (XYZ):
```
12
Properties=species:S:1:pos:R:3:lowdin_charge:R:1
Cl -0.14476 -1.37914 -2.56929 0.771
C -0.99032 -0.13141 -0.43915 -0.265
C 1.53200 -0.19282 -0.17337 0.220
N -0.07517 -1.17953 -0.97784 -0.508
N 0.90769 0.38420 0.77682 0.017
H 1.40642 0.99954 1.40229 0.175
H -1.05589 0.69426 -1.13571 0.113
H -1.04952 1.36485 1.05044 0.158
H -1.92999 -0.63782 -0.44687 0.123
C -0.54525 0.35937 0.94017 -0.099
H -0.61911 -0.21090 1.95383 0.179
H 2.56390 -0.07059 -0.38131 0.117
```


2.
Formula: C44H55F33O22
Source: OMol25
Level of theory: ωB97M-V with the def2-TZVPD basis set

total energy	-181243.55173	eV
spin multiplicity	1
E_HOMO	-11.0	eV
HOMO-LUMO gap	0.4129	hartree
charge	0
structure (SMILES)	CCOC(=O)C(F)(F)F.CCOC(=O)C(F)(F)F.CCOC(=O)C(F)(F)F.CCOC(=O)C(F)(F)F.CCOC(=O)C(F)(F)F.CCOC(=O)C(F)(F)F.CCOC(=O)C(F)(F)F.CCOC(=O)C(F)(F)F.CCOC(=O)C(F)(F)F.CCOC(=O)C(F)(F)F.CCOC(=O)C(F)(F)F
LUMO level	0.265	eV
strongest force on any atom	4.44	eV/A

Structure (XYZ):
```
154
Properties=species:S:1:pos:R:3:lowdin_charge:R:1
F 5.61050 -2.68288 -5.14936 0.174
F 7.15641 7.31695 2.26634 0.187
H 3.69147 1.22014 -2.59940 0.113
F 1.33072 3.85092 0.80984 0.142
H 0.43971 -1.20136 5.74346 0.092
C -4.92263 0.76156 1.01350 -0.044
H -2.12493 -1.26715 5.20321 0.064
O -4.53958 -4.27634 -0.49631 0.040
O -0.76616 1.87628 1.52617 0.138
H -4.85250 -7.09418 1.13234 0.075
O 5.16546 -2.99228 0.59307 0.161
F -1.94933 -4.09794 -5.35046 0.220
H 0.04372 -0.20508 0.25027 0.130
F -0.01726 4.25947 -0.79338 0.190
H 1.60186 -3.18456 -8.03211 0.119
F -1.66726 -2.10722 -4.64698 0.190
C -4.82486 -2.22574 -1.70760 -0.554
H -4.28981 0.36127 1.79721 0.052
F 4.77579 0.07988 0.54783 0.129
H -3.44388 -0.32184 4.60397 0.072
H 1.52702 0.77191 3.66095 0.121
F -4.11878 0.87939 -3.80916 0.156
C -6.53272 3.61081 4.36855 -0.483
H 1.43726 -4.14050 -6.58290 0.107
C -0.32374 2.34872 4.44442 -0.424
F -5.27395 -1.71270 -2.83465 0.183
F 0.00395 -4.53480 3.88631 0.144
C -6.07087 3.68672 2.86790 -0.424
H 0.14344 -5.14145 -1.70300 0.114
H 1.89749 -2.64361 -2.18568 0.085
F 6.28698 6.61862 4.12637 0.140
O -0.23801 1.03020 4.46902 0.019
F -0.66521 -5.27584 1.90319 0.175
C -4.58734 -6.06847 1.11974 -0.037
H 2.09567 -3.80762 -0.75805 0.075
H 3.06101 1.88019 -1.06898 0.114
H 6.35309 -3.14006 4.78839 0.080
H -3.70834 4.37837 -0.66211 0.128
C 4.80862 -3.11482 3.34996 -0.218
H -2.14667 4.76497 -1.55812 0.093
C -1.90399 2.71916 4.62742 -0.511
H 5.44313 1.78526 -1.11719 0.076
F 1.41430 3.26832 -5.98762 0.097
H -5.85471 0.17491 1.06108 0.084
O 3.16406 -3.17662 -6.81741 0.048
O 0.49639 3.17005 4.44530 0.203
O -5.39444 -4.38004 -2.56908 0.179
O -6.09976 4.68566 2.23078 0.174
C 3.61472 2.10568 -1.97215 -0.189
H -3.69942 -1.94180 2.61528 0.121
C 6.22847 5.09976 2.27590 -0.444
F 2.77778 -0.57502 1.03303 0.183
H 5.66744 2.62587 -2.58169 0.075
C 1.57188 3.66680 -4.64376 -0.569
F 2.12699 4.83288 -4.60999 0.217
O 2.33552 1.43522 -4.39502 0.155
O -0.14430 -3.95862 -3.39414 0.033
C 5.10218 -3.85433 -5.53483 -0.561
C 0.92345 -0.96603 4.82235 -0.032
C 0.94585 -2.11577 -6.25341 -0.033
C -0.34803 2.30842 0.47234 -0.388
H -3.14558 7.00307 -0.87984 0.085
C 3.55641 -3.72122 -5.65649 -0.347
C -1.00865 -3.00981 2.27284 -0.409
H -4.41911 0.58470 0.06364 0.058
H 3.89934 3.73404 1.93535 0.123
H 0.66401 -2.89939 -0.91923 0.022
O 2.85237 2.99192 -2.78505 0.040
F 3.70341 -1.20531 -0.83731 0.153
F -2.14002 4.01850 4.43745 0.158
H 0.30750 -1.42541 4.02598 0.086
C 0.72961 -4.46941 -2.32611 -0.132
F -5.37442 3.76901 5.15197 0.093
F -2.69706 2.07343 3.73954 0.124
F 5.57052 -4.13782 -6.75926 0.156
H 6.74646 -2.41970 3.19386 0.083
O -0.21831 1.65776 -0.66312 0.058
O 4.13561 -2.18565 2.50383 0.029
O -5.67679 2.50012 2.47556 0.010
C -3.18857 4.93607 -1.48120 -0.122
C -4.69997 -5.69182 -0.33200 -0.201
F -3.54356 -3.28450 -4.20411 0.120
O 2.88058 -4.07374 -4.70694 0.135
H -3.28045 6.72709 -2.56702 0.072
C 6.01807 -2.49566 3.99875 -0.049
C 0.03331 3.79866 0.42503 -0.555
H 3.75605 1.61130 2.94046 0.059
F -2.31411 2.44934 5.86191 0.168
C 3.89406 -0.95198 0.47278 -0.527
C -3.76177 2.16529 -4.02582 -0.573
H 0.99670 -2.34531 -5.17364 0.072
F 5.47072 -4.80003 -4.69525 0.192
C 5.03509 2.64428 -1.70083 -0.033
H -2.18890 -0.90802 2.81116 0.126
C -4.87620 -3.82578 -1.67410 -0.448
F 1.16538 -4.29784 2.08936 0.119
H 4.13909 -3.44451 4.15401 0.124
O -1.95271 -3.97791 -2.01407 0.127
H -5.71377 2.78868 0.28708 0.147
C -5.11158 2.31244 1.12903 -0.139
C -3.58354 6.36001 -1.61857 -0.050
H -5.61886 -5.91679 -0.76247 0.103
H -3.93141 -6.22296 -0.89586 0.137
H 0.40184 -0.62307 -2.05315 0.098
H 1.48291 -5.09092 -2.85512 0.117
C -3.35622 2.85580 -2.71018 -0.401
C 4.52167 -2.20150 1.24195 -0.375
H -3.58573 -5.80194 1.41283 0.068
H -4.68009 6.42535 -1.66430 0.096
F 8.13466 5.70754 3.38950 0.168
F -6.95834 2.39583 4.70930 0.160
C 1.42718 -3.34806 -1.46765 -0.027
C -2.15085 -3.29812 -4.36887 -0.541
C 1.04953 0.44655 4.57338 -0.217
C -0.12050 -4.27395 2.56234 -0.502
C 4.37720 2.29282 3.53662 -0.050
H -4.09562 2.78501 1.17909 0.123
C -3.04243 -1.33820 4.64513 -0.043
H 1.46368 -1.21157 -6.49152 0.079
H -0.05051 -2.19391 -6.67157 0.080
H -1.22549 0.13211 -2.44828 0.075
O 5.55128 4.42479 3.14094 0.050
C 6.96853 6.23898 3.00763 -0.530
O -1.93870 -2.92204 3.20828 0.028
H -1.20135 -1.37044 -1.67823 0.071
F -4.73451 2.82396 -4.64603 0.181
F -2.70565 2.18353 -4.78337 0.206
F -7.43129 4.51540 4.72436 0.185
H 5.46880 2.95083 1.66479 0.117
H 5.88429 -1.45938 4.32277 0.084
F 0.40571 3.72972 -4.09105 0.208
F -3.54251 -1.80886 -1.52276 0.121
H 5.12460 3.64181 -1.26619 0.076
O -3.66461 4.12766 -2.69157 0.038
F -0.65523 4.58829 1.25391 0.182
H 3.71287 2.79970 4.18336 0.056
H 5.00822 -4.04597 2.77010 0.140
C -0.66979 0.28210 -0.48313 -0.220
C -2.81753 -1.74911 3.19298 -0.157
O -0.74184 -2.31770 1.34078 0.168
C -1.40815 -3.82339 -3.10354 -0.373
C 4.76198 3.30058 2.44688 -0.110
H 1.53225 1.00220 5.36135 0.134
H -1.66947 0.32287 -0.05555 0.121
H -5.23285 -5.42689 1.71748 0.087
C -0.64603 -0.42510 -1.74216 -0.057
C 1.72830 -3.20398 -6.97855 -0.187
O 6.28416 4.86435 1.09138 0.127
O -2.88328 2.24719 -1.77899 0.136
H -3.78092 -1.99853 5.14498 0.092
F -5.51270 -1.74018 -0.71117 0.182
H 5.18800 1.72257 4.10192 0.109
H 1.83296 -1.45921 4.72517 0.064
C 2.34873 2.53964 -3.91852 -0.387
```


3.
Formula: C38H57AlBr3F7N6NaO13P3
Source: OMol25
Level of theory: ωB97M-V with the def2-TZVPD basis set

total energy	-343913.91480	eV
spin multiplicity	1
E_HOMO	-2.9	eV
HOMO-LUMO gap	0.1464	hartree
charge	-2
LUMO level	1.081	eV
strongest force on any atom	3.44	eV/A

Structure (XYZ):
```
129
Properties=species:S:1:pos:R:3:lowdin_charge:R:1
H 4.94810 3.57138 -7.57421 0.100
H -0.20168 0.75566 8.07186 0.036
F -1.61690 -9.26911 -0.19475 -0.208
H 2.71593 3.31518 -2.79081 0.044
N 4.81321 4.13402 -6.75485 0.149
O 2.37414 6.18159 4.59998 0.064
F -2.47063 -7.23237 -0.53947 -0.216
H 3.75216 3.28339 7.41080 0.077
H 5.76927 -0.32328 7.08853 0.129
H 1.64556 -2.96534 2.07372 0.072
C -5.71178 -2.54359 -3.16453 -0.123
H 4.05461 2.40752 8.93378 0.091
F -3.77975 0.95148 -6.05402 0.109
C -0.72958 1.68746 -3.42194 -0.185
H 1.28980 0.08864 7.48755 0.026
Br 4.78887 -3.61202 3.91293 0.535
F 0.19242 -8.79321 -1.07055 -0.205
H -6.20832 -1.69885 -3.64668 0.096
H 0.87748 -2.75200 3.63916 0.042
H 1.61952 4.61068 -3.49480 0.074
O -5.25509 0.35020 -3.69149 0.132
C -0.41608 4.01725 -1.42784 0.021
C 0.94882 -2.33244 2.62864 -0.122
C -1.68088 1.82822 -5.65548 0.084
O 4.39885 -0.29706 8.58074 0.012
H 4.16989 5.54613 -4.74831 0.101
C -2.45871 -1.68633 -0.35234 -0.224
N -5.28323 -4.67114 1.45110 0.089
C 3.52912 4.47120 -6.43336 -0.671
C -2.79944 -0.75776 -1.35432 -0.091
C -0.42128 5.63118 6.85548 -0.018
H -1.58873 2.17904 -6.68072 0.145
H -5.64148 -4.58447 -3.92120 0.116
Na 0.23098 -0.10653 2.74578 0.473
N 4.79587 1.47953 7.21530 -0.194
H -0.68668 4.67192 7.30086 0.093
C 4.07588 6.35970 -1.41360 -0.497
H -6.41887 -3.79285 -5.92913 0.105
O -1.18330 -6.34857 -6.22628 -0.244
C 5.54134 2.03565 6.10521 -0.058
H 6.09183 2.91870 6.44034 0.085
H 0.69925 2.81227 -6.26661 0.104
Br 2.41320 -3.38208 6.03287 0.626
H -3.89502 -5.94154 0.66132 0.104
C -2.07912 0.55688 -1.54096 -0.272
H -0.52584 6.41209 7.60963 0.088
C -2.90304 0.75394 -3.85679 0.013
F -0.89419 -6.98256 -1.82779 -0.233
C -4.60045 -2.16592 -2.20758 -0.128
C -0.50677 -2.53862 1.96047 -0.362
F -1.12797 -7.59292 1.22496 -0.234
H 1.24563 -0.47262 0.24919 0.065
H 3.79378 6.18219 -0.34459 0.035
O 1.16566 4.48640 5.42051 0.083
H -1.14002 5.81846 6.05559 0.089
H 0.35103 -3.14088 -0.88882 0.082
O -0.38954 -0.36479 6.30526 -0.431
N 3.39876 5.23625 -5.31310 0.180
H 4.85067 2.32466 5.30946 0.085
H 4.54537 -4.62168 6.16114 -0.036
H -4.08346 -3.81742 -4.04228 0.121
H 5.61218 4.41730 -6.22039 0.094
O 2.56980 4.11122 -7.11072 -0.005
H 0.53897 7.09051 4.79747 0.139
C -3.84475 -0.99865 -2.25386 -0.032
F 0.36756 -6.84338 0.02594 -0.246
C -5.45960 -3.33056 -5.64661 -0.272
H 1.94278 -2.68798 -0.10943 0.063
H 2.82046 1.81640 7.80713 0.076
H 4.86774 7.14072 -1.30740 0.034
N 0.43046 1.99183 -2.57633 -0.011
C -4.14575 0.04927 -3.31226 -0.226
O -1.77808 -8.71333 -5.62225 -0.219
C -5.15985 -3.62365 -4.15766 -0.157
H -3.92270 -3.26470 -7.01886 0.054
C -3.01189 -3.89062 0.78007 -0.116
H -4.86147 -4.59314 -7.17119 0.061
O 3.06913 6.63088 -2.26769 -0.433
C 3.79656 2.30120 7.87809 -0.032
C -3.26192 -2.83681 -0.29165 -0.162
H 1.31919 -1.27146 2.69124 0.031
C 1.36032 6.75234 5.43455 -0.100
H 1.59278 -2.29619 -1.78078 0.067
H -2.91446 -3.35631 1.74103 0.106
H 1.43074 2.54092 -4.59096 -0.124
H 2.47298 5.50818 -5.04073 0.086
H -1.22497 -2.52461 2.79403 0.082
C -0.66723 2.08477 -4.74532 -0.200
C 2.11510 4.84857 4.52263 -0.560
H 4.69493 5.44386 -1.63590 0.027
H 6.24752 1.30500 5.71396 0.080
H -5.48672 -2.25479 -5.88675 0.097
C 4.99392 0.21989 7.65789 -0.361
O -1.67723 -6.97217 -3.85909 -0.149
H -0.33966 3.67868 -0.38390 0.111
H 0.36626 3.89584 -4.93500 0.117
O -3.51837 -6.94034 -5.57714 -0.235
Al 2.00867 1.26793 -3.71182 0.795
P -1.02868 -1.24954 0.70193 1.035
P -2.03805 -7.23840 -5.32678 -0.117
P -0.92908 -7.79187 -0.40751 0.349
C -1.85918 1.01801 -2.98116 -0.005
C 1.85995 3.99517 -2.62882 -0.047
C -4.28742 -3.06230 -1.18655 0.049
N -4.42900 -3.97202 -6.49913 0.001
H -2.08188 -4.45040 0.60810 0.116
H -0.52531 -3.54981 1.53950 0.072
C 3.83761 -4.48261 5.35532 -1.638
C 1.13551 -2.37950 -0.78039 -0.114
H -5.33549 -3.67640 1.70428 0.047
H 1.75042 7.60199 5.99181 0.137
H 1.69921 5.46779 7.14128 0.156
H -4.88564 -3.97208 -1.15890 0.137
H 2.14461 4.69928 -1.82523 0.086
Br 3.21246 -6.23268 4.84257 0.581
O -1.70162 1.28484 -0.64369 0.079
C 0.30119 0.46096 7.11491 -0.509
C -2.79308 1.16256 -5.17901 -0.187
C 0.98805 5.58866 6.31804 -0.339
C 0.59631 3.25504 -2.24194 -0.282
O 2.64482 4.09764 3.76956 0.156
C 0.49889 -0.99495 -0.36579 -0.348
C 0.55264 2.84079 -5.18435 -0.067
H -6.48221 -3.03926 -2.55071 0.118
H -1.45097 3.87908 -1.76450 0.097
H 0.58501 1.46520 6.69341 0.019
C -4.13207 -4.91399 0.97511 -0.229
H -0.15221 5.08365 -1.48650 0.100
H 0.26207 -0.48721 -1.30500 0.043
```